1.
DFT (ωB97M-V with the def2-TZVPD basis set) results for 2 unconnected molecules or ions with the total composition C22H24N2O3S.

Calculated values
E_LUMO ... -0.1103 Ha
Energy relative to the best compared isomer or geometry (same formula, charge and spin) ... 59.03 kcal/mol
Total charge ... 0
Kohn-Sham gap ... 3.7 eV
Multiplicity ... 1

Positions of all 52 atoms, in Å:
C  2.271  -5.313  -3.678
O  1.783  -5.399  -2.308
C  1.875  -4.286  -1.540
C  1.311  -4.310  -0.238
C  1.297  -3.171  0.524
C  1.876  -1.942  0.061
C  1.732  -0.789  0.860
C  2.121  0.549  0.591
C  2.127  1.476  1.677
C  2.584  2.773  1.524
C  3.064  3.219  0.283
C  3.030  2.342  -0.808
C  2.496  1.065  -0.682
C  2.575  -1.997  -1.178
C  2.496  -3.102  -1.997
H  2.098  -6.323  -4.051
H  1.701  -4.574  -4.264
H  3.343  -5.061  -3.719
H  0.883  -5.249  0.102
H  0.836  -3.188  1.511
H  1.307  -0.966  1.846
H  1.775  1.131  2.649
H  2.575  3.458  2.373
H  3.453  4.230  0.167
H  3.418  2.663  -1.775
H  2.343  0.464  -1.573
H  3.195  -1.172  -1.508
H  2.913  -3.065  -3.003
C  -2.606  3.445  3.228
C  -1.385  2.974  2.487
N  -1.662  1.785  1.623
C  -1.545  0.511  2.238
O  -1.061  0.440  3.387
C  -1.950  -0.593  1.479
C  -2.426  -0.453  0.168
O  -2.824  -1.391  -0.550
N  -2.443  0.867  -0.367
C  -3.074  1.022  -1.708
C  -4.570  1.167  -1.659
C  -2.139  2.011  0.344
S  -2.392  3.556  -0.259
H  -2.319  4.314  3.830
H  -3.399  3.745  2.535
H  -2.956  2.658  3.907
H  -1.033  3.743  1.789
H  -0.600  2.671  3.185
H  -1.865  -1.578  1.904
H  -2.614  1.927  -2.119
H  -2.803  0.127  -2.273
H  -4.929  1.267  -2.689
H  -5.020  0.264  -1.231
H  -4.867  2.059  -1.097

2.
DFT (ωB97M-V with the def2-TZVPD basis set) results for a molecular structure, C22H24N2O9P3PdS3.

Calculated values
E_LUMO (alpha / beta) ... 0.0555 / 0.0396 Ha
Energy relative to the best compared isomer or geometry (same formula, charge and spin) ... 19.12 kcal/mol
Total charge ... -1
Kohn-Sham gap (alpha / beta) ... 7.3 / 6.9 eV
Multiplicity ... 3

Positions of all 64 atoms, in Å:
Pd  0.917  0.144  -0.426
O  5.011  -0.758  -0.878
P  4.226  0.572  -1.306
O  5.149  1.583  -1.848
O  3.343  0.962  -0.125
O  3.255  0.050  -2.510
P  2.477  -1.364  -2.462
O  1.055  -0.963  -3.129
O  3.123  -2.430  -3.238
O  2.196  -1.533  -0.963
H  4.386  -1.381  -0.483
H  1.041  -1.308  -4.029
O  -0.092  -1.304  0.767
C  -1.034  -2.244  0.444
C  -2.081  -1.701  -0.522
C  -1.920  -1.482  -1.859
C  -3.021  -0.810  -2.448
C  -4.003  -0.530  -1.543
S  -3.588  -1.083  0.019
C  -1.713  -2.675  1.746
C  -1.449  -2.153  2.976
C  -2.211  -2.757  4.011
C  -3.038  -3.731  3.542
S  -2.885  -3.927  1.850
C  -0.396  -3.488  -0.158
C  0.843  -3.950  0.154
C  1.134  -5.201  -0.452
C  0.096  -5.674  -1.194
S  -1.226  -4.589  -1.187
H  -1.022  -1.767  -2.387
H  -3.089  -0.558  -3.495
H  -4.952  -0.055  -1.725
H  -0.713  -1.376  3.107
H  -2.143  -2.485  5.053
H  -3.718  -4.349  4.101
H  1.522  -3.386  0.768
H  2.083  -5.705  -0.362
H  0.059  -6.576  -1.780
N  -4.546  5.201  0.906
C  -3.814  4.347  0.663
C  -2.895  3.275  0.359
C  -2.456  2.436  1.378
C  -1.577  1.421  1.033
N  -1.142  1.252  -0.213
C  -1.561  2.061  -1.184
C  -2.457  3.089  -0.951
H  -2.789  2.556  2.398
H  -1.210  0.703  1.758
H  -1.150  1.888  -2.171
H  -2.783  3.728  -1.756
C  1.053  4.429  0.644
P  2.073  2.963  0.240
C  3.612  3.780  -0.203
C  2.121  2.210  1.884
O  1.230  2.285  -0.840
H  1.554  5.072  1.369
H  0.088  4.121  1.052
H  0.874  5.004  -0.263
H  4.089  4.097  0.725
H  3.349  4.671  -0.775
H  4.293  3.153  -0.776
H  1.164  2.385  2.380
H  2.900  2.711  2.460
H  2.357  1.148  1.854

3.
DFT (ωB97M-V with the def2-TZVPD basis set) results for a molecular structure, C22H24N4O2RbS2.

Calculated values
E_LUMO ... 0.0724 Ha
Energy relative to the best compared isomer or geometry (same formula, charge and spin) ... 2.98 kcal/mol
Total charge ... -1
Kohn-Sham gap ... 5.4 eV
Multiplicity ... 1

Positions of all 55 atoms, in Å:
Rb  0.150  1.123  -0.620
N  -2.179  3.693  -2.503
C  -1.616  3.691  -1.235
S  -2.717  3.564  0.080
N  -0.308  3.757  -1.249
N  0.268  3.871  0.001
C  1.544  3.794  0.039
C  2.520  3.632  -1.075
C  2.961  4.754  -1.760
C  3.932  4.674  -2.753
C  4.471  3.425  -3.048
C  4.048  2.293  -2.380
C  3.043  2.331  -1.371
O  2.613  1.268  -0.787
H  -3.098  3.292  -2.561
H  -1.536  3.517  -3.259
H  1.955  3.863  1.047
H  2.524  5.716  -1.512
H  4.257  5.562  -3.282
H  5.234  3.334  -3.815
H  4.467  1.320  -2.616
C  -1.813  -1.109  5.094
C  -2.154  -0.870  3.647
C  -2.773  0.309  3.247
C  -3.044  0.555  1.907
C  -2.705  -0.405  0.968
C  -2.079  -1.587  1.341
C  -1.811  -1.814  2.679
S  -3.014  -0.084  -0.764
C  -4.480  -1.140  -0.916
O  -1.951  -0.813  -1.522
H  -2.384  -0.449  5.746
H  -0.753  -0.921  5.275
H  -2.019  -2.141  5.380
H  -3.019  1.063  3.985
H  -3.465  1.498  1.582
H  -1.776  -2.294  0.578
H  -1.314  -2.730  2.979
H  -4.209  -2.156  -0.630
H  -4.787  -1.104  -1.959
H  -5.270  -0.752  -0.273
C  2.099  -5.902  -0.470
C  1.718  -4.458  -0.308
C  1.775  -3.819  0.924
C  1.415  -2.482  1.012
N  1.007  -1.761  -0.026
C  0.961  -2.369  -1.209
C  1.301  -3.698  -1.396
H  2.331  -6.359  0.491
H  2.976  -5.996  -1.114
H  1.289  -6.466  -0.935
H  2.099  -4.353  1.809
H  1.454  -1.964  1.965
H  0.624  -1.767  -2.045
H  1.237  -4.137  -2.384

4.
DFT (ωB97M-V with the def2-TZVPD basis set) results for C22H24N4O4 in the gas phase.

Calculated values
Structure (SMILES) ... CCCCNC(=O)CNC(=O)c1nn(-c2ccc(OC)cc2)c(=O)c2ccccc12
E_LUMO ... 0.0027 Ha
Energy relative to the best compared isomer or geometry (same formula, charge and spin) ... 22.06 kcal/mol
Total charge ... 0
Kohn-Sham gap ... 8.1 eV
Multiplicity ... 1

Positions of all 54 atoms, in Å:
C  -7.089  -1.109  -0.387
C  -7.194  0.377  -0.060
C  -5.861  1.125  -0.108
C  -4.831  0.650  0.923
N  -4.025  -0.453  0.446
C  -2.713  -0.330  0.176
O  -2.068  0.681  0.357
C  -2.080  -1.597  -0.400
N  -0.654  -1.427  -0.441
C  0.198  -2.443  -0.206
O  -0.173  -3.600  -0.102
C  1.628  -2.003  -0.123
N  1.803  -0.720  -0.132
N  3.003  -0.165  -0.054
C  2.986  1.254  -0.103
C  2.028  1.884  -0.895
C  1.973  3.256  -0.953
C  2.877  4.034  -0.224
O  2.745  5.380  -0.360
C  3.629  6.219  0.343
C  3.826  3.400  0.571
C  3.876  2.019  0.635
C  4.198  -0.883  0.005
O  5.278  -0.325  0.016
C  4.021  -2.335  0.033
C  5.155  -3.146  0.115
C  5.024  -4.515  0.141
C  3.758  -5.094  0.082
C  2.628  -4.312  -0.003
C  2.739  -2.916  -0.028
H  -6.550  -1.259  -1.320
H  -8.083  -1.537  -0.499
H  -6.585  -1.653  0.409
H  -7.635  0.496  0.933
H  -7.871  0.847  -0.777
H  -6.061  2.183  0.073
H  -5.424  1.039  -1.105
H  -5.334  0.359  1.851
H  -4.126  1.455  1.143
H  -4.494  -1.317  0.231
H  -2.318  -2.477  0.208
H  -2.477  -1.763  -1.411
H  -0.319  -0.473  -0.357
H  1.331  1.285  -1.460
H  1.238  3.757  -1.561
H  4.668  6.046  0.048
H  3.344  7.236  0.077
H  3.531  6.088  1.426
H  4.533  3.969  1.153
H  4.616  1.544  1.257
H  6.120  -2.665  0.158
H  5.901  -5.142  0.206
H  3.662  -6.169  0.101
H  1.647  -4.756  -0.048

5.
DFT (ωB97M-V with the def2-TZVPD basis set) results for C22H24N4O6S in the gas phase.

Calculated values
Structure (SMILES) ... COc1cc(C(=O)NCc2nnc(SCC(=O)Nc3cccc(C)c3)o2)cc(OC)c1OC
E_LUMO ... 0.0200 Ha
Energy relative to the best compared isomer or geometry (same formula, charge and spin) ... 53.14 kcal/mol
Total charge ... 0
Kohn-Sham gap ... 8.7 eV
Multiplicity ... 1

Positions of all 57 atoms, in Å:
C  -2.191  -1.109  -3.484
O  -3.161  -0.540  -2.640
C  -3.036  -0.703  -1.282
C  -2.014  -1.455  -0.711
C  -1.896  -1.567  0.668
C  -0.765  -2.287  1.300
O  -0.275  -1.950  2.358
N  -0.316  -3.397  0.624
C  1.033  -3.846  0.873
C  1.976  -2.896  0.217
N  1.725  -2.218  -0.853
N  2.760  -1.374  -1.048
C  3.595  -1.580  -0.069
S  5.073  -0.757  0.239
C  4.949  0.576  -1.010
C  4.015  1.698  -0.537
O  4.454  2.700  -0.023
N  2.714  1.415  -0.770
C  1.574  2.112  -0.344
C  0.347  1.467  -0.484
C  -0.811  2.098  -0.074
C  -0.755  3.369  0.471
C  0.463  4.022  0.614
C  0.518  5.392  1.219
C  1.627  3.388  0.203
O  3.164  -2.546  0.765
C  -2.794  -0.904  1.497
C  -3.830  -0.171  0.950
O  -4.765  0.505  1.667
C  -4.642  0.518  3.069
C  -3.976  -0.069  -0.454
O  -5.035  0.692  -0.830
C  -5.422  0.813  -2.179
H  -1.189  -0.725  -3.270
H  -2.188  -2.203  -3.419
H  -2.480  -0.814  -4.492
H  -1.270  -1.904  -1.349
H  -0.659  -3.537  -0.314
H  1.167  -4.863  0.498
H  1.213  -3.824  1.952
H  4.628  0.125  -1.947
H  5.961  0.970  -1.093
H  2.512  0.506  -1.183
H  0.308  0.470  -0.900
H  -1.760  1.593  -0.176
H  -1.665  3.857  0.790
H  1.510  5.824  1.114
H  -0.206  6.050  0.742
H  0.275  5.342  2.280
H  2.580  3.878  0.313
H  -2.653  -0.984  2.561
H  -3.686  0.949  3.384
H  -4.744  -0.486  3.493
H  -5.457  1.145  3.427
H  -4.673  1.342  -2.771
H  -6.343  1.395  -2.154
H  -5.619  -0.161  -2.633

6.
DFT (ωB97M-V with the def2-TZVPD basis set) results for a molecular structure, C22H24N6O2.

Calculated values
E_LUMO ... 0.0152 Ha
Energy relative to the best compared isomer or geometry (same formula, charge and spin) ... 541.04 kcal/mol
Total charge ... 0
Kohn-Sham gap ... 8.9 eV
Multiplicity ... 1

Positions of all 54 atoms, in Å:
C  0.057  5.642  1.898
C  0.504  4.186  1.559
C  1.420  3.522  2.470
C  1.715  2.328  2.307
C  1.200  1.756  1.059
C  0.428  2.347  0.356
C  -0.027  3.635  0.674
H  -0.454  4.169  -0.304
H  0.261  1.865  -0.636
N  1.640  0.296  1.017
C  1.990  -0.342  -0.064
O  1.865  0.276  -1.256
C  1.879  -1.733  0.026
H  3.163  -2.087  0.087
C  1.594  -1.872  1.517
C  0.025  -2.267  1.783
O  -0.492  -3.433  1.551
N  -0.823  -1.212  1.819
H  -0.293  -0.356  1.699
C  -2.175  -1.403  1.943
C  -2.852  -0.256  0.938
N  -3.717  0.496  1.664
N  -4.010  1.252  0.528
N  -3.441  0.983  -0.400
N  -2.423  0.065  -0.487
C  -1.774  -0.609  -1.344
C  -1.526  0.352  -2.335
C  -0.350  -0.222  -3.297
C  -0.159  -1.477  -3.159
C  -0.624  -2.413  -2.251
C  -1.291  -1.881  -1.328
H  -1.762  -2.459  -0.641
C  -0.146  -3.851  -2.260
H  -0.541  -4.201  -1.340
H  -0.765  -4.305  -3.045
H  1.072  -4.028  -2.403
C  0.863  -1.936  -4.515
H  1.732  -2.392  -3.702
H  0.447  -2.884  -4.810
H  1.088  -1.205  -4.948
H  -0.280  0.369  -3.969
H  -1.648  1.332  -2.010
H  -2.578  -1.136  2.921
H  -2.580  -2.322  1.544
C  2.031  -0.461  2.183
H  2.931  -0.660  2.348
H  1.233  -0.349  3.028
H  1.923  -2.859  2.073
H  1.583  -2.432  -0.613
H  2.452  1.952  3.211
H  1.729  4.177  3.401
H  0.504  6.355  1.000
H  -0.939  5.660  1.680
H  0.340  6.029  2.833

7.
DFT (ωB97M-V with the def2-TZVPD basis set) results for a molecular structure, C22H24NO4RuS.

Calculated values
E_LUMO (alpha / beta) ... 0.1812 / 0.1774 Ha
Total charge ... -2
Kohn-Sham gap (alpha / beta) ... 3.0 / 6.0 eV
Multiplicity ... 6

Positions of all 53 atoms, in Å:
Ru  -0.457  0.022  0.950
C  0.979  -0.246  2.599
C  2.134  -0.182  1.745
C  2.145  1.066  1.100
H  2.907  -0.945  1.694
C  1.034  1.834  1.540
C  0.326  1.061  2.535
H  -0.384  1.442  3.259
H  0.759  -1.009  3.339
H  2.897  1.430  0.407
H  0.833  2.872  1.298
C  -2.481  -1.542  0.737
C  -2.127  -0.749  1.895
C  -2.388  0.646  1.543
H  -1.965  -1.109  2.905
C  -2.862  0.658  0.187
C  -2.918  -0.668  -0.282
H  -3.278  -0.975  -1.260
H  -2.572  -2.620  0.728
H  -2.441  1.465  2.253
H  -3.192  1.547  -0.346
O  -0.427  1.594  -0.309
C  -1.585  3.797  -1.447
C  -0.550  3.054  -2.174
C  -1.219  4.624  -0.297
C  -2.973  3.807  -1.934
C  -0.338  1.596  -1.698
H  0.420  3.571  -2.075
H  -0.807  2.988  -3.242
H  -1.107  0.939  -2.148
H  0.652  1.219  -2.003
H  -0.895  5.635  -0.602
H  -0.392  4.171  0.267
H  -2.074  4.757  0.381
H  -3.159  4.626  -2.650
H  -3.672  3.964  -1.100
H  -3.242  2.871  -2.441
O  1.628  -0.612  -1.570
C  1.366  -1.628  -0.909
N  0.305  -1.715  -0.016
S  0.128  -3.228  0.748
O  0.186  -3.034  2.176
O  -0.954  -3.992  0.186
C  1.640  -3.782  0.060
C  2.275  -4.985  0.353
C  3.522  -5.230  -0.237
C  4.079  -4.295  -1.132
C  3.396  -3.121  -1.456
C  2.148  -2.880  -0.862
H  1.797  -5.680  1.039
H  4.065  -6.143  0.011
H  5.052  -4.497  -1.583
H  3.783  -2.387  -2.162

8.
DFT (ωB97M-V with the def2-TZVPD basis set) results for 2 unconnected molecules or ions with the total composition C22H25BNO2.

Calculated values
E_LUMO ... -0.1733 Ha
Total charge ... +1
Kohn-Sham gap ... 4.9 eV
Multiplicity ... 1

Positions of all 51 atoms, in Å:
C  -2.081  -4.095  5.436
O  -0.993  -3.165  5.581
C  -0.537  -2.561  4.459
C  0.594  -1.721  4.633
C  1.167  -1.122  3.536
C  0.641  -1.326  2.242
C  1.224  -0.706  1.097
C  0.637  -0.741  -0.120
C  1.380  -0.317  -1.336
C  0.933  -0.748  -2.708
C  1.905  -1.012  -3.678
C  1.549  -1.480  -4.919
C  0.174  -1.605  -5.221
O  -0.090  -1.970  -6.509
C  -1.467  -2.001  -6.876
C  -0.822  -1.249  -4.272
C  -0.419  -0.749  -3.049
C  -0.526  -2.113  2.099
C  -1.129  -2.713  3.185
H  -2.209  -4.490  6.436
H  -2.987  -3.581  5.106
H  -1.836  -4.897  4.732
H  1.003  -1.607  5.628
H  2.045  -0.490  3.639
H  2.184  -0.202  1.234
H  -0.418  -1.039  -0.231
H  2.458  -0.523  -1.214
H  2.953  -0.767  -3.475
H  2.268  -1.679  -5.714
H  -1.463  -2.340  -7.910
H  -2.014  -2.700  -6.233
H  -1.905  -0.999  -6.789
H  -1.878  -1.271  -4.578
H  -1.165  -0.281  -2.401
H  -0.972  -2.276  1.125
H  -2.016  -3.335  3.053
H  1.195  0.725  -1.306
B  0.457  4.081  -1.188
N  0.279  4.373  0.246
C  -0.045  5.639  0.660
C  -0.205  5.928  2.009
C  -0.039  4.922  2.970
C  0.281  3.632  2.534
C  0.431  3.382  1.177
H  1.599  4.038  -1.575
H  -0.464  3.517  -1.727
H  -0.161  6.379  -0.124
H  -0.462  6.950  2.310
H  -0.158  5.131  4.042
H  0.426  2.777  3.199
H  0.680  2.396  0.783